No. 1
# C9H20O2Si

A 2-piece molecular cluster, C9H20O2Si overall (ωB97M-V with the def2-TZVPD basis set, OMol25).

Computed properties:
Spin multiplicity: 3
Expectation value of S²: 2.0093
Gap between HOMO and LUMO (spin up / spin down) (eV): 6.47 / 6.61

Last column: Mulliken charge in e.
Element x y z (Å)
Si1 -0.148305 0.047201 2.016243  0.55
O1 2.509889 -1.862649 -0.536602  -0.54
O2 0.123629 -1.461814 1.331947  -0.52
C1 -1.243502 1.104366 1.118051  -1.00
C2 0.815114 -1.016923 -2.032461  1.01
C3 1.631016 1.079405 2.131578  -1.27
C4 0.916176 1.397802 -2.557641  -1.42
C5 -0.383253 -0.187565 3.912427  -1.05
C6 0.132297 -2.346547 -1.997988  -1.61
C7 -1.246628 0.205147 -2.751895  -1.54
C8 2.141188 -1.075755 -1.356373  -0.28
C9 0.183479 0.079675 -2.432991  1.03
H1 -2.068372 0.542811 0.660808  0.30
H2 -1.423089 -0.457347 4.079526  0.30
H3 1.451685 1.738013 1.275881  0.25
H4 1.070501 -1.626231 1.282813  0.32
H5 -1.747404 1.819083 1.729745  0.43
H6 -1.506983 -0.405046 -3.634203  0.38
H7 2.460211 0.497711 2.108095  0.41
H8 0.199405 2.220966 -2.949668  0.29
H9 2.862950 -0.304349 -1.950130  0.09
H10 1.274145 1.726659 -1.579380  0.30
H11 0.222275 -0.907060 4.423856  0.32
H12 0.775896 -3.097469 -2.080255  0.53
H13 -0.608222 -2.430348 -1.124074  0.23
H14 -1.866874 -0.295998 -1.963031  0.29
H15 -0.711283 1.840095 0.468114  0.26
H16 -0.509751 -2.285623 -2.846280  0.45
H17 -1.498052 1.242052 -2.827656  0.43
H18 1.892422 1.322301 -3.072102  0.38
H19 -0.089689 0.799378 4.413150  0.27
H20 1.654961 1.599249 3.056580  0.39

Forces on atoms 1 to 6 (eV/Å):
Si 4.9 -0.9 3.0
O 0.8 -1.8 1.5
O -0.6 0.9 -0.1
C -1.4 1.3 -1.4
C 4.3 -7.0 4.4
C -4.8 0.1 -1.1

=====

No. 2
# C37H35AsCsN2O6S

C37H35AsCsN2O6S as an isolated structure (ωB97M-V with the def2-TZVPD basis set, OMol25).

Computed properties:
Spin multiplicity: 1
Gap between HOMO and LUMO (eV): 6.01
Total charge: -1

Last column: Mulliken charge in e.
Element x y z (Å)
Cs1 -0.771066 1.488690 -0.746145  1.28
As1 0.826275 -2.213643 -1.165969  0.27
S1 -1.932244 -0.883752 -2.253609  -0.54
O1 -2.590637 -1.049955 0.943691  -0.38
O2 -8.553377 2.161146 -0.631534  -0.62
O3 -4.179900 4.374299 -1.439944  -0.74
O4 -4.441801 -2.048415 1.432453  -0.68
O5 -8.611521 0.142530 0.105822  -0.64
O6 -2.408968 3.376548 -0.430231  -0.71
N1 -8.022109 1.130803 -0.279372  1.05
N2 -3.796899 -1.128111 0.975733  1.01
C1 1.157878 -2.242743 3.590388  -0.55
C2 -5.848662 2.264847 -0.548033  -0.69
C3 -3.624027 3.477556 -0.812359  0.12
C4 -3.832665 1.137065 0.043232  1.46
C5 1.346969 4.426838 0.260086  0.98
C6 -6.534209 1.129377 -0.160812  0.16
C7 2.035129 -1.718382 1.412972  -0.31
C8 1.303037 3.636681 1.411137  1.01
C9 -0.770623 -3.288467 -1.450671  -0.43
C10 -4.554973 0.038099 0.431141  -0.93
C11 2.598075 -4.520635 -0.393316  0.21
C12 4.189828 1.222902 0.744356  -2.03
C13 3.212686 3.117910 -0.553833  0.75
C14 0.199785 3.875555 2.419733  -2.10
C15 -4.469305 2.270377 -0.427408  0.55
C16 -5.927386 -0.007147 0.342834  -0.69
C17 2.455265 5.124837 -1.901932  -2.22
C18 -3.058354 -3.407600 -2.151497  -0.66
C19 4.154657 -5.560924 -1.911959  -0.41
C20 2.180205 -1.737771 2.792954  -0.74
C21 3.570474 -5.480032 -0.653647  -0.71
C22 -1.913212 -2.611925 -1.941050  0.17
C23 2.334511 4.197498 -0.709068  0.75
C24 3.764222 -4.673583 -2.905646  -0.55
C25 0.886519 -2.225680 0.805588  0.49
C26 0.004256 -2.733518 2.995846  -0.73
C27 2.262340 1.897715 2.945845  -2.42
C28 -3.074940 -4.762965 -1.876830  -0.49
C29 4.205575 2.745592 -1.632787  -2.00
C30 2.259154 2.634809 1.624005  1.10
C31 2.195432 -3.625328 -1.383861  0.00
C32 -0.794207 -4.656475 -1.183991  0.20
C33 2.796841 -3.711352 -2.637836  -0.74
C34 -1.941097 -5.406849 -1.386776  -0.80
C35 0.286459 5.491831 0.074201  -1.71
C36 -0.128543 -2.734975 1.608636  0.01
C37 3.188367 2.348558 0.617908  1.28
H1 2.010414 2.572879 3.763000  0.49
H2 -1.948909 -6.467488 -1.167845  0.40
H3 -0.745444 4.095338 1.921957  0.34
H4 -1.026792 -3.131101 1.154835  0.28
H5 -6.494784 -0.875198 0.640307  0.59
H6 1.262089 -2.249305 4.668454  0.37
H7 0.033441 3.010359 3.057565  0.44
H8 4.079402 0.657754 1.664478  0.20
H9 0.329833 6.244433 0.867056  0.33
H10 4.007700 3.248908 -2.573467  0.42
H11 2.213432 6.148477 -1.624895  0.48
H12 3.237530 1.475976 3.176266  0.53
H13 1.787523 4.851019 -2.723968  0.33
H14 -3.944348 -2.918047 -2.537129  0.42
H15 2.837965 -1.326872 0.798539  0.33
H16 4.085382 0.510190 -0.076994  0.28
H17 2.503840 -3.018694 -3.418911  0.38
H18 -6.361981 3.131376 -0.937953  0.60
H19 4.910878 -6.309458 -2.115883  0.37
H20 -2.766232 1.148078 0.140416  -0.81
H21 -0.799224 -3.125352 3.608050  0.41
H22 -3.984448 -5.329469 -2.044047  0.35
H23 5.236247 2.974503 -1.342968  0.35
H24 2.153646 -4.471115 0.593441  0.38
H25 3.468056 5.140093 -2.296137  0.51
H26 5.217566 1.594581 0.697063  0.50
H27 0.372775 6.005837 -0.877677  0.37
H28 0.419604 4.725743 3.074404  0.33
H29 0.096148 -5.147479 -0.809005  0.36
H30 -0.715494 5.053893 0.090849  0.12
H31 3.087438 -1.356503 3.247373  0.48
H32 4.214946 -4.725448 -3.889667  0.37
H33 4.174230 1.674205 -1.836275  0.33
H34 3.870213 -6.167893 0.128367  0.38
H35 1.544105 1.073962 2.971978  0.36

Forces on atoms 1 to 6 (eV/Å):
Cs 2.8 -0.2 -0.3
As 0.2 0.0 0.2
S -0.4 -0.9 -0.4
O 0.1 -0.2 0.3
O -0.1 0.0 -0.4
O 0.1 0.1 0.0

=====

No. 3
# C4H6N3O

A 2-piece molecular cluster, C4H6N3O overall (ωB97M-V with the def2-TZVPD basis set, OMol25).

Computed properties:
Spin multiplicity: 1
Gap between HOMO and LUMO (spin up / spin down) (eV): 6.89 / 3.61
Total charge: -1

Last column: Mulliken charge in e.
Element x y z (Å)
O1 -3.951160 -1.653009 -0.094776  -0.38
N1 2.627412 0.770270 1.068649  -0.77
N2 2.097400 1.438616 -1.036374  -0.84
N3 -2.621578 -1.524600 0.453546  -0.24
C1 -0.180154 0.344930 -0.836850  -0.67
C2 1.493869 0.250722 0.828273  -0.30
C3 2.922915 1.545359 0.028843  -0.03
C4 1.050591 0.684935 -0.507054  0.62
H1 -0.638898 0.357032 -1.841277  0.24
H2 0.787832 -0.282355 1.428135  0.34
H3 -2.210700 -2.332980 -0.030392  0.24
H4 3.833714 2.087471 0.132137  0.44
H5 -4.527330 -1.342136 0.530058  0.32
H6 -0.683914 -0.344255 -0.122917  0.03

Forces on atoms 1 to 6 (eV/Å):
O 3.9 -1.6 -2.0
N 2.6 0.9 3.1
N -0.6 0.7 0.6
N -2.4 -0.7 -0.4
C -3.8 -1.7 -2.0
C -2.9 -0.1 -2.8

=====

No. 4
# C5H22N3O6

A 7-piece molecular cluster, C5H22N3O6 overall (ωB97M-V with the def2-TZVPD basis set, OMol25).

Computed properties:
Spin multiplicity: 2
Expectation value of S²: 0.7558
Gap between HOMO and LUMO (spin up / spin down) (eV): 3.13 / 7.28

Last column: Mulliken charge in e.
Element x y z (Å)
O1 2.625545 0.107901 -1.779017  -0.74
O2 0.142366 -2.991928 -2.496601  -0.64
O3 -2.715272 -1.661764 2.321142  -0.70
O4 2.581820 -0.030867 0.829367  -0.69
O5 1.057017 -0.347687 -3.800042  -0.63
O6 -0.035936 -3.231532 0.153428  -0.62
N1 0.850196 1.872157 2.397028  -0.49
N2 -1.023277 0.756437 -1.480964  0.05
N3 -1.410195 0.136281 0.507758  0.20
C1 -1.440862 1.461527 0.593123  0.28
C2 -0.498568 2.029884 2.862602  -0.65
C3 -1.522673 2.448549 1.624874  -0.80
C4 -1.144776 -0.380268 -0.744220  -0.70
C5 -1.296723 1.864736 -0.726465  -0.55
H1 1.428958 -0.289170 -4.715529  0.27
H2 -0.586062 0.706201 -2.468447  0.26
H3 0.948983 1.242865 1.654574  0.27
H4 -0.906006 1.286072 3.608262  0.25
H5 2.459187 -0.146779 -0.748921  0.43
H6 0.728849 -3.516784 -3.055770  0.28
H7 3.185560 -0.775074 1.061331  0.30
H8 -2.441310 2.772313 2.092102  0.43
H9 -1.336572 2.902842 -1.288012  0.24
H10 0.177818 -2.247797 -3.209891  0.28
H11 -0.928280 -1.442004 -1.143559  0.29
H12 -2.165076 -2.085828 1.590165  0.33
H13 1.613943 0.107412 -3.210811  0.40
H14 3.450894 -0.318098 -2.039331  0.29
H15 3.004474 0.778792 0.969381  0.32
H16 -0.340878 -4.160234 0.094212  0.29
H17 -2.606870 -2.232674 3.122740  0.31
H18 1.290248 2.726940 2.135936  0.25
H19 -1.750439 -0.478731 1.235180  0.19
H20 -1.097187 3.353025 1.320190  0.35
H21 0.430294 -3.232242 -0.747724  0.33
H22 -0.729188 3.015526 3.481912  0.32

Forces on atoms 1 to 6 (eV/Å):
O -0.1 -0.5 2.4
O 0.7 1.6 -3.3
O 1.0 -1.5 -0.3
O -0.7 -3.2 -0.1
O -1.6 -1.4 -3.4
O 0.8 -1.5 -1.6